A cluster of 2 separate species, C4H5NO3 in total in a non-equilibrium geometry, computed with ωB97M-V/def2-TZVPD.

Frontier orbital gap (eV): 8.00
Energy relative to the best compared isomer or geometry (same formula, charge and spin) (kcal/mol): 131.47
Electronic energy (eV): -11856.300
Highest occupied orbital energy (eV): -7.71

Positions of all 13 atoms, in Å:
C -0.545 0.579 -0.145
C 0.936 1.094 0.249
C 1.567 -0.057 0.090
C -0.464 -0.768 -0.049
H -2.069 1.740 0.869
H -2.492 0.246 -0.631
H 1.210 2.057 0.123
H 3.091 -1.181 -0.233
H -1.783 -2.132 -0.442
N -1.753 1.282 -0.088
O 2.935 -0.118 0.020
O 0.747 -1.047 -0.079
O -1.380 -1.695 0.316

=====

A structure of composition C12H48N25NiO15 in a non-equilibrium geometry, computed with ωB97M-V/def2-TZVPD.

Multiplicity: 3
Frontier orbital gap (alpha / beta) (eV): 7.97 / 7.97
<S²>: 2.003
Total charge: +1
Electronic energy (eV): -122228.266
Highest occupied orbital energy (alpha / beta) (eV): -10.03 / -10.03

Positions of all 101 atoms, in Å:
Ni -0.341 0.093 0.316
N 0.574 -2.880 0.156
O -0.007 -1.975 -0.304
O -0.057 -3.865 0.637
O 1.742 -2.868 0.095
C -5.755 1.817 0.364
O -4.642 1.378 0.426
N -6.009 2.976 0.001
N -6.888 1.185 0.482
H -6.902 3.155 -0.435
H -5.194 3.376 -0.443
H -7.054 0.189 0.497
H -7.710 1.757 0.352
C -0.703 -4.167 -3.091
O -1.265 -4.765 -4.020
N -1.401 -3.388 -2.353
N 0.536 -4.319 -2.677
H -2.389 -3.372 -2.562
H -0.959 -2.738 -1.719
H 1.171 -5.095 -2.803
H 0.746 -3.677 -1.925
C -2.640 0.056 -1.947
O -1.875 0.218 -1.065
N -3.935 -0.166 -1.954
N -2.296 0.016 -3.192
H -4.338 -0.116 -1.030
H -4.490 -0.386 -2.769
H -3.111 -0.270 -3.716
H -1.468 0.383 -3.640
C 1.556 -0.828 -4.535
O 0.618 -0.204 -4.039
N 2.385 -1.492 -3.817
N 1.760 -0.931 -5.790
H 2.286 -1.571 -2.815
H 3.146 -1.923 -4.323
H 1.149 -0.408 -6.401
H 2.557 -1.470 -6.099
C 2.838 -5.415 2.678
O 3.864 -5.993 3.008
N 2.748 -4.169 2.884
N 1.959 -5.869 1.913
H 2.164 -3.594 2.296
H 3.400 -3.717 3.510
H 1.164 -5.279 1.715
H 1.881 -6.874 1.844
C 4.671 -0.376 -0.708
O 3.929 -0.294 -1.621
N 4.699 -1.374 0.036
N 5.652 0.441 -0.286
H 3.964 -2.054 -0.095
H 5.245 -1.570 0.863
H 5.848 1.297 -0.784
H 6.043 0.119 0.588
C -0.849 3.010 1.408
O -0.765 1.860 1.026
N -1.958 3.713 1.480
N 0.033 3.747 1.905
H -2.738 3.211 1.081
H -1.929 4.696 1.710
H -0.261 4.641 2.272
H 1.029 3.602 1.813
C -2.650 -1.242 2.076
O -1.762 -0.603 1.554
N -3.885 -1.072 1.717
N -2.569 -2.098 2.960
H -4.624 -1.614 2.142
H -4.293 -0.341 1.152
H -3.426 -2.478 3.337
H -1.689 -2.385 3.364
C 1.778 -0.795 2.835
O 1.041 -0.452 1.925
N 2.986 -1.124 2.479
N 1.518 -0.725 4.125
H 3.651 -1.373 3.197
H 3.177 -1.375 1.520
H 0.674 -0.228 4.373
H 2.243 -0.747 4.828
C -3.197 4.491 -2.018
O -3.266 4.590 -0.828
N -4.138 4.962 -2.805
N -2.305 3.829 -2.642
H -4.926 5.502 -2.477
H -4.074 4.970 -3.813
H -2.231 4.151 -3.596
H -1.529 3.515 -2.076
C 3.112 2.398 3.976
O 2.587 2.779 2.954
N 2.627 2.530 5.157
N 4.129 1.545 4.086
H 3.162 2.062 5.875
H 1.654 2.802 5.180
H 4.479 1.530 5.033
H 4.719 1.469 3.270
C 1.599 1.894 -1.423
O 0.884 1.024 -0.971
N 1.737 2.014 -2.698
N 2.434 2.719 -0.798
H 2.378 2.751 -2.956
H 1.062 1.465 -3.210
H 2.669 3.544 -1.330
H 2.837 2.628 0.124

=====

A cluster of 7 separate species, C15H40BF10N5O5P in total in a non-equilibrium geometry, computed with ωB97M-V/def2-TZVPD.

Frontier orbital gap (eV): 8.75
Energy relative to the best compared isomer or geometry (same formula, charge and spin) (kcal/mol): 68.26
Total charge: +3
Electronic energy (eV): -71016.543
Highest occupied orbital energy (eV): -17.03

Positions of all 77 atoms, in Å:
C 1.446 -1.643 6.969
C 0.379 -1.832 5.937
O -0.298 -2.787 5.827
N 0.360 -0.819 4.808
H 0.338 0.163 5.098
H 1.299 -0.802 4.395
C -0.773 -1.045 3.833
H 2.385 -2.114 6.676
H 1.060 -2.026 7.912
H 1.704 -0.598 7.164
H -0.667 -0.212 3.135
H -1.669 -0.802 4.398
H -0.722 -1.973 3.281
C 0.993 -0.194 -4.189
C 0.384 -1.452 -4.689
O 0.416 -1.801 -5.809
N -0.312 -2.282 -3.582
H 0.513 -2.324 -2.985
H -1.055 -1.764 -3.105
C -0.716 -3.637 -4.144
H 1.365 0.332 -5.069
H 1.941 -0.406 -3.687
H 0.353 0.453 -3.600
H 0.145 -4.084 -4.628
H -1.511 -3.350 -4.830
H -1.118 -4.180 -3.294
C -3.533 1.720 1.115
C -2.617 2.608 0.327
O -2.000 3.535 0.767
N -2.503 2.397 -1.149
H -1.679 2.935 -1.413
H -2.318 1.446 -1.504
C -3.690 3.048 -1.916
H -3.885 2.300 1.967
H -2.884 0.947 1.533
H -4.381 1.288 0.589
H -3.542 2.665 -2.925
H -3.448 4.105 -1.886
H -4.517 2.623 -1.359
C 3.365 -4.228 2.563
C 2.446 -3.197 2.033
O 1.647 -2.572 2.666
N 2.537 -2.921 0.546
H 2.547 -3.816 0.045
H 1.660 -2.520 0.166
C 3.646 -1.907 0.302
H 4.110 -4.357 1.775
H 2.784 -5.156 2.510
H 3.707 -3.971 3.558
H 4.587 -2.419 0.498
H 3.540 -1.016 0.909
H 3.628 -1.686 -0.762
C 2.621 3.069 -0.327
C 2.419 4.521 0.041
O 3.325 5.275 -0.002
N 1.023 5.051 0.293
H 1.029 6.032 -0.005
H 0.380 4.584 -0.348
C 0.615 4.990 1.751
H 1.823 2.371 -0.077
H 3.461 2.803 0.324
H 3.089 2.926 -1.300
H -0.303 5.576 1.709
H 1.435 5.420 2.317
H 0.308 4.002 2.080
P -3.778 -0.721 -4.189
F -2.390 0.154 -4.280
F -4.215 0.119 -2.863
F -4.387 0.471 -5.123
F -5.171 -1.486 -4.245
F -3.224 -1.583 -5.462
F -3.064 -1.903 -3.336
B -0.110 -0.500 -0.748
F -0.376 0.410 0.280
F -1.043 -0.358 -1.766
F 1.159 -0.087 -1.240
F -0.075 -1.813 -0.263

=====

A cluster of 2 separate species, C23H54BBr2FN6O3PS in total in a non-equilibrium geometry, computed with ωB97M-V/def2-TZVPD.

Frontier orbital gap (eV): 6.73
Total charge: +1
Electronic energy (eV): -203406.953
Highest occupied orbital energy (eV): -9.51

Positions of all 92 atoms, in Å:
C 4.539 -0.001 -0.442
C 3.677 -0.317 0.775
C 2.921 0.872 1.399
C 2.231 1.849 0.453
C 0.920 1.559 -0.313
B 0.725 2.950 -1.181
O -0.466 3.242 -1.825
O 1.694 3.909 -1.182
C 2.325 4.310 -2.395
C -0.402 1.326 0.490
P -0.155 0.933 2.279
C -1.562 1.582 3.228
C 0.108 -0.843 2.585
C -1.575 0.498 -0.205
O -2.236 -0.109 0.904
C -2.638 1.411 -0.853
N -3.064 2.475 0.059
C -4.450 2.406 0.533
C -1.135 -0.713 -1.167
C -1.695 -0.490 -2.585
C -1.367 -1.481 -3.690
F -2.421 -1.471 -4.593
C -1.647 -2.055 -0.590
C -3.131 -2.503 -0.730
N -4.144 -1.462 -0.711
N -3.366 -3.322 0.455
N -3.374 -3.330 -1.931
C 0.398 -0.868 -1.092
N 1.013 -1.816 -1.972
C 2.067 -2.675 -1.387
C 2.384 -3.813 -2.353
C 3.275 -3.362 -3.519
N 1.193 0.420 -1.288
S 1.236 0.974 -2.982
H 3.997 0.335 -1.330
H 5.134 -0.871 -0.718
H 5.250 0.782 -0.180
H 4.348 -0.679 1.554
H 2.980 -1.140 0.602
H 2.309 0.496 2.208
H 3.681 1.471 1.909
H 2.084 2.788 0.980
H 2.966 2.094 -0.319
H -1.030 3.806 -1.301
H 2.954 5.168 -2.182
H 1.601 4.573 -3.163
H 2.974 3.515 -2.766
H -0.833 2.322 0.604
H -2.435 1.761 2.601
H -1.862 0.832 3.961
H -1.288 2.490 3.753
H -0.724 -1.513 2.360
H 1.006 -1.157 2.054
H 0.339 -0.946 3.645
H -3.185 0.007 0.824
H -2.324 1.840 -1.796
H -3.495 0.782 -1.094
H -2.949 3.363 -0.402
H -4.870 1.410 0.413
H -5.110 3.109 0.024
H -4.500 2.646 1.596
H -1.393 0.489 -2.952
H -2.781 -0.450 -2.560
H -1.281 -2.506 -3.335
H -0.466 -1.229 -4.244
H -1.087 -2.849 -1.097
H -1.341 -2.141 0.447
H -4.567 -1.312 -1.616
H -4.885 -1.702 -0.070
H -2.627 -3.998 0.582
H -4.249 -3.803 0.342
H -2.603 -3.952 -2.128
H -3.597 -2.784 -2.753
H 0.617 -1.145 -0.055
H 0.354 -2.439 -2.409
H 2.972 -2.075 -1.315
H 1.763 -3.059 -0.410
H 1.464 -4.226 -2.768
H 2.915 -4.573 -1.785
H 3.815 -4.210 -3.932
H 2.681 -2.930 -4.323
H 4.011 -2.628 -3.194
H 2.157 0.133 -1.110
H 2.228 0.174 -3.396
Br 1.898 3.030 5.503
C 0.705 2.476 6.935
C 0.987 1.070 7.390
Br 0.351 -0.236 6.094
H -0.306 2.590 6.557
H 0.871 3.178 7.748
H 0.455 0.856 8.314
H 2.046 0.880 7.527

=====

A structure of composition C27H30N3RhS, computed with ωB97M-V/def2-TZVPD.

Multiplicity: 5
Frontier orbital gap (alpha / beta) (eV): 7.67 / 5.68
Energy relative to the best compared isomer or geometry (same formula, charge and spin) (kcal/mol): 4.70
<S²>: 6.038
Total charge: +2
Electronic energy (eV): -46783.903
Highest occupied orbital energy (alpha / beta) (eV): -14.32 / -14.83

Positions of all 62 atoms, in Å:
Rh 1.623 2.162 -0.274
S 0.654 6.479 -0.891
C 1.306 5.945 -2.394
C 1.779 4.652 -2.378
C 1.614 4.023 -1.142
C 1.018 4.955 -0.199
C 0.785 4.630 1.187
C 0.310 5.551 2.118
C 0.117 5.145 3.429
C 0.409 3.839 3.774
C 0.887 2.969 2.794
N 1.071 3.346 1.540
H 1.291 6.626 -3.237
H 2.226 4.183 -3.243
H 0.105 6.571 1.820
H -0.252 5.842 4.170
H 0.278 3.485 4.787
H 1.137 1.944 3.034
C 3.516 -4.641 0.679
C 2.357 -3.925 1.393
C 1.075 -4.734 1.194
C 2.664 -3.820 2.897
C 2.232 -2.514 0.844
C 3.338 -1.663 0.827
C 3.212 -0.383 0.346
N 2.046 0.102 -0.125
C 0.964 -0.704 -0.131
C 1.035 -1.995 0.353
C -0.290 -0.117 -0.685
C -1.374 -0.893 -1.046
C -2.521 -0.308 -1.578
C -2.496 1.077 -1.737
C -1.378 1.794 -1.369
N -0.295 1.215 -0.843
C -3.746 -1.114 -1.987
C -3.944 -0.960 -3.504
C -4.973 -0.558 -1.247
C -3.594 -2.597 -1.649
H 3.555 -5.679 1.010
H 4.482 -4.189 0.907
H 3.380 -4.638 -0.405
H 1.234 -5.746 1.565
H 0.800 -4.813 0.140
H 0.235 -4.314 1.753
H 2.793 -4.821 3.309
H 1.845 -3.336 3.434
H 3.582 -3.261 3.085
H 4.304 -1.991 1.184
H 4.062 0.283 0.302
H 0.144 -2.604 0.349
H -1.320 -1.964 -0.935
H -3.340 1.605 -2.162
H -1.335 2.868 -1.500
H -4.118 0.079 -3.788
H -4.814 -1.540 -3.816
H -3.076 -1.328 -4.056
H -5.170 0.485 -1.501
H -4.850 -0.633 -0.164
H -5.855 -1.136 -1.527
H -2.785 -3.067 -2.215
H -4.515 -3.118 -1.913
H -3.423 -2.757 -0.582

=====

A structure of composition C19H19F3N5O2Pt, computed with ωB97M-V/def2-TZVPD.

Frontier orbital gap (eV): 8.17
Energy relative to the best compared isomer or geometry (same formula, charge and spin) (kcal/mol): 3.42
Total charge: +3
Electronic energy (eV): -42931.272
Highest occupied orbital energy (eV): -18.92

Positions of all 49 atoms, in Å:
Pt -0.004 -0.219 -0.524
C -1.953 3.568 -1.413
C -2.262 4.017 -0.138
C -1.981 3.205 0.958
C -1.398 1.972 0.758
N -1.086 1.548 -0.503
C -1.348 2.334 -1.555
C -1.065 1.017 1.840
C -1.275 1.169 3.198
C -0.818 0.172 4.054
C -0.145 -0.940 3.555
C 0.035 -1.052 2.189
N -0.470 -0.096 1.393
C 0.747 -2.134 1.468
C 1.307 -3.223 2.105
C 1.891 -4.238 1.357
C 1.876 -4.145 -0.025
C 1.320 -3.025 -0.612
N 0.785 -2.029 0.104
H -2.150 4.170 -2.289
H -2.712 4.990 0.009
H -2.216 3.539 1.958
H -1.039 1.979 -2.528
H -1.767 2.048 3.589
H -0.969 0.271 5.122
H 0.236 -1.692 4.230
H 1.286 -3.287 3.184
H 2.341 -5.091 1.849
H 2.297 -4.919 -0.652
H 1.316 -2.942 -1.689
N -1.692 -1.166 -1.361
C -1.325 -1.783 -2.679
C -0.466 -0.765 -3.409
N 0.659 -0.388 -2.496
H -2.186 -1.819 -0.751
H -2.357 -0.413 -1.546
H -2.229 -2.025 -3.239
H -0.794 -2.714 -2.487
H -1.038 0.138 -3.623
H -0.086 -1.147 -4.355
H 1.102 0.505 -2.761
H 1.387 -1.099 -2.538
F 3.797 3.332 -0.433
C 3.041 2.598 0.347
F 3.790 1.827 1.123
F 2.283 3.390 1.124
C 2.049 1.751 -0.501
O 1.670 2.095 -1.588
O 1.612 0.716 0.181

=====

A cluster of 3 separate species, C10H22B3O10PS2 in total in a non-equilibrium geometry, computed with ωB97M-V/def2-TZVPD.

SMILES: O=CCB1OBOB(P(O)O)O1.O=S1(=O)CCCC1.O=S1(=O)CCCC1
Frontier orbital gap (eV): 8.81
Electronic energy (eV): -64196.706
Highest occupied orbital energy (eV): -8.85

Positions of all 48 atoms, in Å:
O -3.550 -0.572 -1.298
C -3.245 -0.625 -2.460
C -4.228 -0.916 -3.557
B -4.617 -2.436 -3.626
O -5.365 -2.909 -4.702
B -5.195 -4.223 -5.081
O -4.776 -5.135 -4.121
B -3.849 -4.577 -3.252
P -2.057 -5.399 -3.115
O -1.433 -4.513 -1.874
O -1.395 -4.404 -4.278
O -4.180 -3.357 -2.694
H -2.192 -0.469 -2.768
H -3.831 -0.640 -4.538
H -5.129 -0.320 -3.383
H -5.314 -4.556 -6.214
H -1.658 -4.905 -1.025
H -1.626 -4.735 -5.153
O 0.305 3.639 1.275
S 0.216 2.890 0.043
O 0.323 3.563 -1.226
C 1.381 1.532 0.116
C 0.592 0.395 0.754
C -0.791 0.420 0.090
C -1.271 1.875 0.084
H 2.254 1.839 0.688
H 1.670 1.294 -0.908
H 1.096 -0.560 0.614
H 0.497 0.568 1.829
H -0.709 0.055 -0.935
H -1.507 -0.218 0.601
H -1.873 2.124 -0.785
H -1.811 2.135 0.992
O 4.187 0.192 2.590
S 4.945 1.028 3.490
O 6.304 0.693 3.827
C 4.864 2.721 2.908
C 3.618 3.290 3.576
C 3.654 2.787 5.026
C 3.976 1.288 4.986
H 4.829 2.713 1.821
H 5.771 3.219 3.249
H 3.600 4.377 3.524
H 2.722 2.921 3.072
H 4.434 3.316 5.577
H 2.710 2.968 5.538
H 4.570 0.953 5.833
H 3.081 0.675 4.894

=====

A cluster of 2 separate species, C20H25BrFN2O5 in total, computed with ωB97M-V/def2-TZVPD.

Frontier orbital gap (eV): 8.31
Total charge: +1
Electronic energy (eV): -107115.837
Highest occupied orbital energy (eV): -11.57

Positions of all 54 atoms, in Å:
C -0.543 -1.186 4.479
C -0.939 -1.054 3.009
C 0.285 -0.794 2.137
F 0.577 0.583 2.184
C 0.104 -1.133 0.649
C -0.121 -2.604 0.332
C 0.019 -3.609 1.272
C -0.152 -4.931 0.878
N -0.441 -5.286 -0.365
C -0.581 -4.321 -1.263
C -0.436 -2.973 -0.971
C -0.992 -0.200 0.074
O -0.350 0.857 -0.615
C 0.982 0.594 -0.875
N 1.340 -0.691 -0.164
C 2.695 -0.605 0.509
C 3.204 -1.971 0.956
C 4.585 -1.943 1.649
Br 5.211 -0.200 2.218
H -1.420 -1.265 5.119
H 0.099 -2.058 4.635
H 0.032 -0.309 4.787
H -1.593 -0.185 2.897
H -1.487 -1.931 2.663
H 1.156 -1.292 2.561
H 0.258 -3.398 2.308
H -0.041 -5.731 1.602
H -0.826 -4.627 -2.276
H -0.575 -2.242 -1.760
H -1.704 -0.725 -0.563
H -1.552 0.268 0.881
H 1.625 1.411 -0.547
H 1.137 0.429 -1.948
H 1.490 -1.362 -0.918
H 3.366 -0.235 -0.271
H 2.640 0.154 1.283
H 3.303 -2.597 0.062
H 2.495 -2.481 1.602
H 5.358 -2.347 1.000
H 4.562 -2.546 2.553
C -1.553 4.258 -4.186
C -1.635 3.401 -3.163
C -2.440 3.691 -1.912
O -2.430 2.795 -1.081
C -3.121 4.952 -1.791
C -3.043 5.821 -2.813
C -2.262 5.521 -4.080
O -2.275 6.379 -4.938
O -3.628 7.000 -2.822
O -1.026 2.220 -3.103
H -0.983 4.060 -5.082
H -3.680 5.158 -0.889
H -3.413 7.415 -3.681
H -1.282 1.864 -2.221